Entry 1:
A 2-piece molecular cluster, C3H12N5 overall at a distorted geometry, computed with ωB97M-V/def2-TZVPD.

Positions of all 20 atoms, in Å:
H: 0.02 -2.92 1.13
C: 0.27 -0.79 -0.39
H: -0.42 -1.33 -1.03
H: 0.03 1.14 -0.52
N: 0.62 -2.15 1.42
C: -1.28 0.22 2.16
H: 1.29 -2.35 2.01
H: -1.19 0.74 3.11
C: 0.83 0.51 -2.54
H: 0.34 1.35 -2.89
H: -0.85 2.41 0.99
N: 0.77 0.50 -1.03
H: 0.39 -0.33 -2.93
N: -1.02 1.65 0.30
H: 1.93 0.49 -2.82
H: -1.42 -0.82 2.47
N: 0.96 -1.17 0.62
H: 1.79 0.64 -0.65
N: -1.31 0.41 0.89
H: -1.77 1.81 -0.31

Its LUMO energy is -2.676 eV. Its net charge is +1. For the HOMO energy, the calculation gives -12.30 eV. The relative energy (zero: lowest compared OMol25 entry of this formula, charge and spin) is 558.0 kJ/mol.

These are the Löwdin partial charges, in e, on atoms 1 to 6: H 0.135; C -0.184; H 0.138; H 0.042; N 0.073; C -0.001

***

Entry 2:
C3H12N8O9Tl as an isolated structure at a distorted geometry, computed with ωB97M-V/def2-TZVPD.

Positions of all 33 atoms, in Å:
O: 0.35 -0.18 -2.89
O: -2.44 -0.77 -1.67
H: -2.85 2.59 0.06
H: -1.15 3.75 1.27
O: 1.14 -1.25 1.99
O: 3.79 -3.73 1.78
N: 2.91 -4.20 1.08
N: -0.75 1.81 -3.14
O: 2.66 -5.40 1.15
N: -2.17 1.88 -0.10
H: 0.92 -1.48 5.13
O: -4.40 -0.20 -1.11
H: -0.36 -1.78 4.02
O: 2.27 -3.47 0.33
Tl: 0.06 -1.86 -0.60
H: 2.99 0.14 2.85
O: -0.12 0.94 0.22
C: 0.19 0.88 -3.48
O: -4.14 -1.75 -2.54
H: -1.25 1.76 -2.27
C: -0.89 1.87 0.40
H: 1.03 2.25 -4.79
C: 1.37 -0.99 3.17
H: 2.31 0.15 4.50
H: -0.91 2.59 -3.76
H: -2.52 0.97 -0.35
N: 1.01 1.30 -4.48
N: -0.50 3.08 0.90
N: 0.58 -1.47 4.18
N: 2.45 -0.27 3.59
H: 0.43 3.12 1.29
N: -3.66 -0.93 -1.79
H: 1.64 0.67 -4.93

Its LUMO energy is -10.116 eV. Its net charge is +1. For the HOMO energy, the calculation gives -12.17 eV.

These are the Löwdin partial charges, in e, on atoms 1 to 6: O -0.083; O -0.024; H 0.118; H 0.108; O -0.092; O 0.225

***

Entry 3:
C3H12N9O12V as an isolated structure at a distorted geometry, computed with ωB97M-V/def2-TZVPD.

Positions of all 37 atoms, in Å:
N: 0.44 1.34 3.35
O: -2.04 0.40 -0.20
N: 3.12 1.35 -1.71
N: -4.22 0.17 0.43
C: 0.64 0.37 2.40
H: 0.76 1.16 4.28
H: 0.85 -1.63 2.19
O: 0.22 -1.42 -0.72
H: -4.51 0.91 -0.17
C: -2.88 -0.09 0.53
N: 2.33 -2.30 -1.03
O: -1.90 0.44 -4.56
O: 1.92 1.23 -1.36
H: 2.74 -1.35 -1.12
N: 0.54 -3.66 -0.72
O: 0.67 0.61 1.22
H: 1.21 -4.38 -0.51
H: -4.82 -0.46 0.93
H: -1.65 -1.50 1.29
N: -0.96 0.38 -3.77
H: 2.89 -3.06 -1.36
H: -3.26 -1.51 1.95
H: 0.76 -1.11 3.86
O: -0.22 2.97 -0.60
N: 0.43 3.90 -0.04
C: 1.01 -2.35 -0.83
V: -0.12 0.82 -0.77
H: -0.41 -3.86 -0.44
O: 0.77 3.75 1.16
H: 0.42 2.28 2.98
O: -1.02 1.09 -2.71
O: 0.05 -0.30 -3.97
O: 3.95 0.47 -1.37
N: -2.53 -1.04 1.45
N: 0.72 -0.92 2.88
O: 3.48 2.36 -2.29
O: 0.63 4.95 -0.63

The multiplicity is 4. Its LUMO energy (spin up / spin down) is 1.818 / 1.815 eV. Its net charge is -1. For the HOMO energy (spin up / spin down), the calculation gives -4.05 / -5.38 eV.

These are the Löwdin partial charges, in e, on atoms 1 to 6: N 0.183; O -0.013; N -0.574; N 0.179; C -0.616; H 0.091

***

Entry 4:
A 2-piece molecular cluster, C3H12NO overall at a distorted geometry, computed with ωB97M-V/def2-TZVPD.

Positions of all 17 atoms, in Å:
H: -1.49 -1.37 -0.76
H: -1.48 -0.10 2.13
H: 0.11 1.04 -1.28
H: 0.45 -1.97 1.04
H: -3.02 -0.16 1.01
H: 2.94 0.82 -0.41
H: 1.26 0.35 -2.20
H: 1.69 1.39 0.51
H: -1.54 0.86 0.51
O: 0.19 -1.36 0.34
C: -1.26 -1.37 0.42
H: 2.08 2.49 -0.89
C: -1.89 -0.11 1.12
N: 0.99 0.62 -1.28
H: 0.61 -0.26 -0.69
C: 1.99 1.39 -0.50
H: -1.62 -2.25 0.92

The multiplicity is 2. Its LUMO energy (spin up / spin down) is 0.841 / 0.553 eV. For the HOMO energy (spin up / spin down), the calculation gives -2.95 / -11.04 eV. The relative energy (zero: lowest compared OMol25 entry of this formula, charge and spin) is 180.1 kJ/mol.

These are the Löwdin partial charges, in e, on atoms 1 to 6: H 0.116; H 0.054; H -0.005; H 0.089; H 0.081; H 0.084

***

Entry 5:
A 2-piece molecular cluster, C3H12NO overall at a distorted geometry, computed with ωB97M-V/def2-TZVPD.

Positions of all 17 atoms, in Å:
H: -0.50 3.36 -0.61
H: -1.85 -1.27 0.13
H: -0.70 -1.45 1.12
H: 0.19 2.65 -1.79
O: 1.68 -2.15 1.15
C: -0.94 1.02 -0.56
H: 0.58 0.06 0.78
H: 1.03 2.24 -0.27
H: -0.53 -2.19 -0.20
N: -0.84 -1.33 0.21
H: 0.86 -0.33 -0.90
H: -1.50 0.63 -1.42
H: 1.73 -2.20 2.19
H: 2.48 -2.41 0.81
H: -1.72 1.17 0.19
C: 0.04 -0.14 -0.08
C: -0.01 2.33 -0.76

Its LUMO energy is -3.451 eV. Its net charge is +1. For the HOMO energy, the calculation gives -15.16 eV. The relative energy (zero: lowest compared OMol25 entry of this formula, charge and spin) is 193.3 kJ/mol.

These are the Löwdin partial charges, in e, on atoms 1 to 6: H 0.098; H 0.177; H 0.085; H 0.058; O -0.040; C -0.190

***

Entry 6:
A 3-piece molecular cluster, C3H12NO overall at a distorted geometry, computed with ωB97M-V/def2-TZVPD.

Positions of all 17 atoms, in Å:
C: 0.04 2.45 0.12
H: -0.42 2.47 -0.89
H: -1.49 -1.86 1.42
N: 0.91 1.37 0.21
H: -1.31 -1.61 -0.29
H: 0.05 -0.43 -2.67
H: 0.36 -0.24 0.86
H: 0.75 -1.53 1.77
H: 0.57 3.37 0.38
O: -0.64 0.11 -2.23
H: -0.85 2.33 0.81
C: 0.62 -1.35 0.68
H: -0.66 -3.09 0.48
C: -0.81 -2.00 0.60
H: -0.14 0.53 -1.51
H: 1.14 -1.72 -0.24
H: 1.88 1.21 0.49

Its LUMO energy is -9.163 eV. Its net charge is +1. For the HOMO energy, the calculation gives -15.18 eV. The relative energy (zero: lowest compared OMol25 entry of this formula, charge and spin) is 745.2 kJ/mol.

These are the Löwdin partial charges, in e, on atoms 1 to 6: C -0.072; H 0.116; H 0.074; N 0.196; H 0.058; H 0.057

***

Entry 7:
A 2-piece molecular cluster, C3H12NO overall at a distorted geometry, computed with ωB97M-V/def2-TZVPD.

Positions of all 17 atoms, in Å:
H: -0.32 0.03 -0.74
C: 0.33 -0.33 1.12
H: -0.74 0.88 2.61
H: 1.35 0.43 -0.59
H: 1.69 -1.55 -1.70
H: -0.88 1.49 0.97
H: -2.40 0.90 -2.09
C: 0.93 -1.56 -0.91
N: 0.60 -0.21 -0.35
O: -1.63 1.10 -1.52
H: 0.57 1.72 1.91
H: 1.26 -2.27 -0.16
H: 1.28 -0.47 1.63
H: -0.41 -1.10 1.28
H: 0.04 -2.00 -1.35
H: -1.47 1.97 -1.78
C: -0.20 0.99 1.66

Its LUMO energy is -3.083 eV. Its net charge is +1. For the HOMO energy, the calculation gives -16.45 eV. The relative energy (zero: lowest compared OMol25 entry of this formula, charge and spin) is 63.3 kJ/mol.

These are the Löwdin partial charges, in e, on atoms 1 to 6: H 0.105; C -0.170; H 0.092; H 0.183; H 0.105; H 0.068

***

Entry 8:
A 2-piece molecular cluster, C3H12NO2 overall at a distorted geometry, computed with ωB97M-V/def2-TZVPD.

Positions of all 18 atoms, in Å:
H: 0.65 -0.95 2.03
H: 1.59 0.31 -0.48
H: -1.53 1.91 2.74
O: -1.00 1.71 1.96
C: 1.04 -0.44 0.08
O: -1.43 -0.22 -2.76
H: -1.96 0.07 -2.01
H: -1.07 -0.04 -0.27
H: 0.07 0.56 1.69
C: -0.28 -0.72 -0.63
C: -0.21 -0.57 -2.14
H: -0.58 -1.74 -0.39
H: 1.62 -1.37 0.07
H: 1.84 0.24 1.84
H: 0.63 0.14 -2.34
H: -0.61 2.57 1.74
H: 0.33 -1.37 -2.66
N: 0.91 -0.08 1.51

The multiplicity is 2. Its LUMO energy (spin up / spin down) is 0.618 / 0.466 eV. For the HOMO energy (spin up / spin down), the calculation gives -3.33 / -10.42 eV. The relative energy (zero: lowest compared OMol25 entry of this formula, charge and spin) is 204.9 kJ/mol.

These are the Löwdin partial charges, in e, on atoms 1 to 6: H 0.054; H 0.093; H 0.049; O -0.128; C -0.300; O -0.043

***

Number 1: molar mass 118.164 g/mol. Number 2: molar mass 508.559 g/mol. Number 3: molar mass 417.124 g/mol. Number 4: molar mass 78.135 g/mol. Number 5: molar mass 78.135 g/mol. Number 6: molar mass 78.135 g/mol. Number 7: molar mass 78.135 g/mol. Number 8: molar mass 94.134 g/mol.